(1)
Formula: C28H48BCl3IN15O10S2
Source: OMol25
Level of theory: ωB97M-V/def2-TZVPD

**SMILES string**: COB(O)c1c(/C(Cl)=C(/C)Cl)cc(CC(=O)Cl)c2c1N(C[C@@H](O)CN)c1c(I)cc(S)c(CN)c1S2.NC(N)=O.NC(N)=O.NC(N)=O.NC(N)=O.NC(N)=O.NC(N)=O
**Total charge**: 0
**Calculated total energy**: -5169.350943 Eh
**Orbital gap**: 8.478 eV
**Max |F|**: 2.2 eV Å⁻¹

The geometry in XYZ format:
```
108
Properties=species:S:1:pos:R:3:forces:R:3
C -1.472 2.249 3.798 -0.40 -0.07 0.41
O -2.249 1.945 2.643 0.72 0.27 -0.11
B -1.650 1.701 1.430 -0.25 -0.11 -0.21
O -2.440 1.857 0.333 -0.09 -0.26 0.11
C -0.177 1.150 1.190 -0.07 0.26 -0.04
C 0.206 -0.082 1.735 0.03 -0.23 -0.03
C -0.741 -0.899 2.533 0.44 0.36 0.34
Cl -2.190 -1.361 1.707 -0.24 -0.09 -0.21
C -0.549 -1.293 3.788 -0.24 -0.26 -0.09
C -1.455 -2.132 4.606 -0.04 0.02 0.19
Cl 0.879 -0.815 4.659 0.15 0.19 0.00
C 1.458 -0.634 1.491 0.03 0.70 -0.26
C 2.374 0.062 0.716 -0.08 -0.15 0.33
C 3.735 -0.544 0.465 -0.14 0.77 -0.01
C 3.655 -1.522 -0.671 1.11 1.08 0.55
O 2.778 -2.245 -0.892 -1.52 -1.50 -0.59
Cl 5.075 -1.472 -1.759 0.38 -0.08 -0.17
C 2.000 1.286 0.170 0.14 0.30 -0.37
C 0.734 1.836 0.372 -0.42 -0.76 0.52
N 0.348 3.074 -0.241 0.82 0.71 -0.05
C 1.000 4.239 0.463 -0.40 -0.22 -0.15
C 0.179 4.868 1.580 0.07 -0.10 -0.12
O 0.973 5.882 2.170 0.14 -0.21 0.01
C -1.171 5.387 1.150 -0.55 -0.06 0.48
N -1.852 6.099 2.263 -0.14 -0.10 -0.69
C 0.701 3.109 -1.641 -0.24 -0.14 -0.22
C -0.203 3.503 -2.622 -0.26 -0.09 -0.06
I -2.208 3.987 -2.269 0.19 0.08 0.12
C 0.175 3.554 -3.956 0.08 -0.02 -0.27
C 1.452 3.208 -4.369 0.33 0.34 0.64
S 1.833 3.229 -6.099 -0.11 -0.42 -0.60
C 2.386 2.780 -3.417 -0.14 0.30 0.10
C 3.766 2.330 -3.816 -0.29 -0.81 -0.19
N 3.709 0.897 -4.172 0.01 0.20 0.06
C 1.979 2.745 -2.083 0.10 -0.09 0.15
S 3.136 2.176 -0.857 0.00 -0.13 -0.08
H -2.145 2.255 4.648 -0.13 -0.04 0.09
H -1.017 3.233 3.744 0.00 0.15 -0.15
H -0.700 1.518 3.995 0.25 -0.27 -0.13
H -3.330 2.093 0.620 -0.07 0.10 -0.14
H -0.886 -2.901 5.120 0.07 -0.18 0.04
H -2.217 -2.597 4.000 -0.16 -0.09 -0.09
H -1.933 -1.537 5.381 -0.10 0.05 0.08
H 1.734 -1.590 1.904 -0.07 -0.19 0.07
H 4.085 -1.030 1.372 0.09 -0.35 -0.01
H 4.457 0.221 0.214 0.20 0.06 0.03
H 1.207 5.008 -0.278 0.02 0.09 -0.17
H 1.947 3.929 0.898 0.19 0.07 0.02
H 0.010 4.103 2.335 0.12 0.03 0.31
H 0.844 6.680 1.650 0.00 0.15 0.09
H -1.092 6.034 0.277 0.20 0.18 -0.09
H -1.774 4.541 0.840 0.00 -0.22 -0.32
H -2.344 6.885 1.853 0.07 0.16 0.18
H -2.601 5.503 2.594 0.07 -0.04 0.25
H -0.535 3.844 -4.712 -0.15 0.07 -0.05
H 2.395 4.430 -6.304 -0.06 0.09 0.44
H 4.469 2.492 -3.009 0.20 0.21 0.07
H 4.090 2.873 -4.692 0.10 0.33 -0.03
H 4.189 0.333 -3.486 0.01 -0.06 0.01
H 4.129 0.733 -5.075 0.04 -0.06 -0.04
N 0.417 0.318 -7.723 0.05 0.06 0.00
C -0.889 0.529 -8.069 0.02 -0.18 0.01
N -1.550 -0.575 -8.540 0.00 0.05 -0.03
O -1.429 1.616 -7.964 -0.04 0.09 0.01
H 0.873 -0.571 -7.801 -0.04 -0.07 0.00
H 0.932 1.103 -7.366 -0.05 -0.02 -0.03
H -2.510 -0.456 -8.800 0.00 0.03 0.01
H -1.127 -1.479 -8.630 0.06 -0.07 0.06
N -5.831 -2.954 2.413 0.01 -0.03 0.02
C -6.969 -2.782 1.670 0.05 0.02 -0.02
N -6.801 -2.076 0.508 -0.02 0.01 0.00
O -8.048 -3.224 2.016 -0.01 -0.01 0.00
H -4.934 -2.598 2.146 0.02 0.03 -0.01
H -5.919 -3.466 3.270 -0.02 0.00 0.01
H -7.614 -1.933 -0.061 -0.01 -0.01 0.00
H -5.921 -1.705 0.205 0.02 -0.01 0.01
N -0.263 -2.662 8.163 -0.07 0.14 0.08
C -1.578 -3.038 8.264 0.13 -0.11 0.02
N -1.826 -4.091 9.094 -0.03 0.02 -0.03
O -2.463 -2.468 7.648 0.02 0.17 0.06
H 0.483 -3.117 8.654 0.00 -0.04 -0.01
H -0.045 -1.905 7.540 0.03 -0.06 -0.09
H -2.780 -4.387 9.187 -0.01 0.01 0.00
H -1.113 -4.573 9.607 0.02 0.01 -0.01
N 3.004 -3.455 -4.552 -0.01 -0.02 -0.03
C 3.964 -4.153 -5.217 -0.18 0.24 0.19
N 5.153 -4.296 -4.565 0.05 -0.04 -0.02
O 3.771 -4.613 -6.335 0.27 -0.12 -0.01
H 3.132 -3.064 -3.637 0.01 -0.01 0.02
H 2.122 -3.335 -5.018 0.00 -0.01 -0.01
H 5.884 -4.795 -5.037 -0.02 -0.01 -0.03
H 5.330 -3.912 -3.656 -0.05 0.04 0.01
N 1.884 -6.219 -7.708 -0.05 0.23 0.17
C 0.688 -5.690 -8.079 0.13 -0.26 -0.02
N -0.111 -6.507 -8.844 -0.03 0.08 0.01
O 0.330 -4.566 -7.759 -0.09 0.15 0.00
H 2.174 -7.143 -7.963 -0.06 -0.01 -0.05
H 2.502 -5.637 -7.144 -0.05 -0.09 -0.19
H -0.999 -6.143 -9.131 0.00 0.01 0.01
H 0.152 -7.432 -9.124 0.03 -0.01 0.01
N -0.389 1.338 9.845 0.05 0.03 0.01
C -1.585 1.769 9.327 -0.02 -0.10 -0.03
N -2.270 0.832 8.607 0.07 -0.02 -0.07
O -1.997 2.900 9.501 0.01 0.03 0.01
H -0.033 0.411 9.719 -0.05 -0.03 0.00
H 0.142 1.999 10.380 -0.01 0.02 0.00
H -3.152 1.107 8.217 -0.02 0.00 0.02
H -1.948 -0.107 8.454 -0.11 -0.06 0.00
```
Positions in Å, forces in eV/Å.

(2)
Formula: C28H48BN5O11P2
Source: OMol25
Level of theory: ωB97M-V/def2-TZVPD

**Total charge**: 0
**Calculated total energy**: -2903.913171 Eh
**Orbital gap**: 5.980 eV
**Max |F|**: 10.1 eV Å⁻¹

The geometry in XYZ format:
```
95
Properties=species:S:1:pos:R:3:forces:R:3
C 6.701 -5.058 2.836 -7.22 1.91 -6.84
C 5.658 -4.977 1.864 6.79 0.36 6.27
C 4.539 -4.658 0.662 2.02 -0.09 0.38
C 4.700 -3.036 0.289 0.84 -0.19 0.67
C 3.543 -2.113 1.071 1.61 -2.25 1.16
N 2.433 -1.612 0.255 -1.41 0.57 0.16
C 1.558 -2.563 -0.443 0.82 -2.10 -0.05
C 2.168 -3.233 -1.854 -0.75 -0.16 -0.37
C 0.011 -2.045 -0.586 0.66 -3.77 -0.85
C -0.804 -2.870 0.562 -0.55 -0.96 0.57
C -1.228 -4.376 -0.029 0.44 0.08 1.51
C -2.714 -4.721 0.618 -0.68 1.55 -0.46
C -2.733 -4.705 2.265 2.37 -4.33 3.51
O -2.131 -5.697 2.938 -3.85 6.75 -4.22
O -3.393 -3.618 3.052 0.84 -2.19 -3.39
N -0.188 -0.514 -0.619 0.62 -1.91 -2.06
C -1.352 -0.319 -1.577 -4.06 2.49 -3.24
C -2.762 -1.084 -1.292 -1.22 -1.38 -0.36
C -3.674 -1.572 -2.407 1.04 1.16 1.02
N -0.467 -0.145 0.642 -1.39 2.00 3.71
C -1.510 0.806 1.015 -3.07 2.75 1.13
C -1.407 1.373 2.591 0.22 -0.34 0.27
C -1.352 3.017 2.671 -0.49 -0.20 1.23
C 1.114 0.204 -1.133 2.36 0.71 -0.26
C 1.325 -0.007 -2.711 -2.32 -1.08 -2.03
C 2.608 0.324 -3.579 1.87 0.59 -1.93
C 2.963 1.944 -3.810 0.77 -0.79 -0.84
O 2.249 -0.101 -4.984 1.40 -0.33 0.78
P 0.972 2.144 -0.968 -1.01 3.03 -2.24
N 0.025 2.861 -2.057 1.12 -0.65 0.48
C 2.382 -0.181 -0.123 1.99 -0.86 0.09
C 3.898 0.122 -0.700 0.04 0.85 -0.68
P 2.524 0.982 1.455 1.11 2.07 0.60
N 3.465 2.273 1.189 -1.91 -0.21 0.20
H 7.546 -4.701 3.600 -2.42 -1.26 -2.13
H 4.906 -5.296 -0.269 -1.07 1.20 2.07
H 3.465 -4.938 1.031 2.16 0.42 -0.76
H 5.783 -2.751 0.703 -2.49 -0.47 -0.90
H 4.741 -2.834 -0.863 -0.34 -0.60 2.19
H 3.098 -2.858 1.893 0.84 1.63 -1.62
H 4.193 -1.345 1.672 -1.88 -1.05 -1.41
H 1.552 -3.539 0.255 -0.39 2.24 -1.36
H 1.253 -3.697 -2.464 1.95 1.03 1.23
H 2.885 -4.146 -1.633 -1.38 2.11 -0.33
H 2.691 -2.435 -2.532 -0.90 -1.61 1.29
H -0.371 -2.472 -1.635 0.83 1.21 2.38
H -0.155 -3.113 1.534 -1.17 0.95 -2.19
H -1.789 -2.392 0.955 1.99 -0.51 -1.00
H -0.409 -5.134 0.395 -1.98 1.44 -1.13
H -1.240 -4.422 -1.199 -0.20 0.09 2.26
H -3.178 -5.693 0.154 1.05 1.71 1.40
H -3.418 -3.820 0.277 1.39 -1.92 0.58
H -4.023 -3.097 2.461 1.24 -1.06 0.85
H -1.625 0.829 -1.760 1.28 -2.05 0.69
H -1.160 -0.737 -2.682 0.43 1.00 3.03
H -3.238 -1.278 -0.213 2.22 -0.80 -2.22
H -4.465 -0.846 -2.927 3.00 -1.37 -0.14
H -3.543 -2.700 -2.729 -1.89 1.85 1.82
H 0.115 -0.483 1.415 -0.25 -0.17 -1.05
H -2.641 0.416 1.003 2.57 0.35 -0.43
H -1.561 1.807 0.365 0.37 -2.33 1.07
H -2.355 1.048 3.233 2.03 0.48 -1.75
H -0.481 0.843 3.117 -1.80 1.28 -0.95
H -1.873 3.312 3.704 1.20 -0.55 -2.30
H -2.010 3.510 1.833 1.47 -0.98 1.54
H -0.258 3.444 2.739 -2.13 -0.83 -0.48
H 0.959 -1.105 -3.019 1.20 2.21 0.85
H 0.494 0.645 -3.286 1.75 -1.07 1.61
H 3.596 -0.320 -3.394 -2.25 1.67 0.36
H 1.995 2.578 -3.983 1.88 -1.33 0.64
H 3.546 1.961 -4.852 -1.23 -0.01 2.37
H 3.710 2.372 -3.024 -1.64 -0.61 -1.27
H 3.117 -0.252 -5.497 -2.02 0.45 1.40
H 2.302 2.729 -1.121 -0.78 -1.21 0.65
H 0.464 2.587 0.299 0.65 -1.03 -0.22
H 0.573 3.536 -2.633 -0.69 -0.88 0.57
H 4.718 0.221 0.147 -1.99 -0.13 -1.56
H 4.232 -0.776 -1.369 -0.84 1.92 1.06
H 3.854 1.160 -1.232 0.56 -2.14 0.80
H 3.118 0.280 2.590 -0.87 -0.34 -1.14
H 1.252 1.433 1.928 0.35 -0.84 -0.03
H 2.863 3.119 1.363 0.96 -0.93 -0.26
B -5.566 6.347 1.426 -0.14 0.46 0.10
O -4.939 5.034 1.608 -0.39 -0.87 -0.95
C -5.418 4.238 0.641 2.76 -2.57 2.31
O -5.101 3.068 0.499 -0.25 1.13 0.07
C -6.345 4.970 -0.182 -3.22 1.88 -3.13
O -6.952 4.532 -1.145 0.94 0.34 1.31
O -6.452 6.230 0.264 0.29 -1.24 -0.22
O -6.319 6.738 2.623 0.56 0.68 0.06
C -5.789 7.891 3.055 -3.35 -0.38 3.39
O -6.181 8.497 4.039 0.68 -0.78 -1.42
C -4.708 8.287 2.191 3.61 2.18 -2.17
O -4.021 9.289 2.313 -1.02 -1.40 -0.06
O -4.553 7.386 1.212 -0.25 0.37 0.72
```
Positions in Å, forces in eV/Å.

Number 1: LUMO level -0.080 eV. Number 2: LUMO level -2.867 eV.